one.
The following is a DFT calculation (the ωB97M-V functional and the def2-TZVPD basis) of a cluster of 2 separate species, C9H14 in total.

The geometry in XYZ format:
```
23
Properties=species:S:1:pos:R:3
H -3.83042 -1.03175 2.40297
H 0.92796 3.23869 1.24631
C -3.38539 -0.86976 1.41431
C 0.97495 1.22888 0.11436
H -3.80550 -2.97484 1.26031
C 2.66495 -0.07570 -1.00586
H -1.11497 0.75846 -0.43052
H -0.46367 -1.08073 -1.77920
H -3.96621 -0.14114 0.84001
H -2.41795 -0.37642 1.55517
C -3.25829 -2.21468 0.72962
C 0.64969 2.19747 1.24292
C -0.06484 0.49579 -0.45487
H 3.71181 -0.30017 -1.14119
C 0.32204 -0.45679 -1.38025
H 3.10471 1.46092 0.43592
H -0.49306 2.11695 1.26984
H -3.62120 -2.10548 -0.28676
C 2.32521 0.92553 -0.06799
H 0.72062 1.66194 2.16563
C 1.64248 -0.74807 -1.65930
H -2.24978 -2.68252 0.69845
H 1.72903 -1.75547 -2.07870
```

Calculated values
multiplicity: 1

***

two.
The following is a DFT calculation (the ωB97M-V functional and the def2-TZVPD basis) of a cluster of 2 separate species, C9H14 in total.

The geometry in XYZ format:
```
23
Properties=species:S:1:pos:R:3
H -0.09618 1.19996 -3.39488
H 1.03144 0.76913 1.91180
C -0.29783 -2.07567 -0.17356
H 2.82027 -0.75039 -0.28767
H 1.47383 -2.39490 1.01806
H -0.90101 -2.80122 0.35185
C -0.86895 -1.30620 -1.17419
H -1.90980 -1.45765 -1.43432
H -1.62651 1.05172 -2.53762
H -0.00850 1.93895 3.92023
C 1.03802 -1.88637 0.16554
H -0.93692 0.49565 3.60700
H -1.56822 2.01282 3.08110
H 0.27188 2.29042 1.42402
C -0.63792 1.45948 3.16316
H -1.18553 -0.14434 -3.73062
C 0.07333 1.30527 1.84429
H 1.74882 0.60449 -2.03901
C 1.78520 -0.95597 -0.53730
C -0.14672 -0.34355 -1.86311
H -0.46863 0.67145 1.13515
C 1.19855 -0.16905 -1.51400
C -0.78863 0.48597 -2.93593
```

Calculated values
multiplicity: 1

***

three.
The following is a DFT calculation (the ωB97M-V functional and the def2-TZVPD basis) of a cluster of 2 separate species, C9H14 in total.

The geometry in XYZ format:
```
23
Properties=species:S:1:pos:R:3
C 4.32431 -0.30854 -0.87525
H -1.36085 2.78458 -0.40962
C -3.28807 -0.63748 2.05815
H 2.60389 0.29875 -1.98867
C -1.61847 -0.99856 0.21537
H 2.24215 -1.02892 -0.95462
C -2.32552 1.25087 0.67162
H -3.13422 -1.70674 2.17663
H -4.34896 -0.47230 1.83861
C -0.60733 -0.52373 -0.60723
H -1.72329 -2.05406 0.40956
H 0.04564 -1.19695 -1.13912
H 4.70116 -0.90126 -1.71951
H 2.39679 0.53838 -0.23660
C -2.42332 -0.11661 0.93058
H 4.56217 -0.98179 -0.04950
C -1.38378 1.72028 -0.23117
C 2.81749 -0.10791 -1.00120
H -2.98354 1.89733 1.23641
C -0.50332 0.84301 -0.83569
H 0.23825 1.18246 -1.55215
H -3.06908 -0.11872 2.98979
H 4.83789 0.63792 -0.92639
```

Calculated values
multiplicity: 1

***

Here are the energies relative to the best structure, in eV: one 1.103; two 0.000; three 0.195.